Record 1
Molecular formula: C2H10N4S
Method: DFT, ωB97M-V with the def2-TZVPD basis set

HOMO energy (alpha / beta): -18.68 / -18.05 eV
lowest unoccupied orbital energy (alpha / beta): -9.93 / -9.99 eV
energy: -19007.5531 eV
HOMO-LUMO gap (alpha / beta): 8.76 / 8.06 eV
largest force on an atom: 3.73 eV/A
energy above the lowest of the compared OMol25 structures with the same formula, charge and spin: 125.3 kcal/mol
net charge: +2

Positions of all 17 atoms, in Å:
C (-0.56, 0.64, -0.01)
C (-0.68, -1.73, 0.41)
N (1.69, -0.12, 0.01)
N (-1.24, -0.42, 0.22)
N (2.32, 0.91, -0.80)
N (-2.58, -0.41, 0.36)
S (-0.50, 2.18, -0.57)
H (-1.09, -2.16, 1.38)
H (-1.08, -2.42, -0.46)
H (0.38, -1.59, 0.34)
H (2.15, 0.05, 0.85)
H (3.41, 0.94, -0.54)
H (1.68, 1.78, -0.70)
H (2.37, 0.39, -1.73)
H (-3.11, 0.34, 0.62)
H (-3.08, -1.31, 0.18)
H (-0.06, 2.94, 0.45)



Record 2
Molecular formula: C8H13ClNS
Method: DFT, ωB97M-V with the def2-TZVPD basis set

HOMO energy: -12.64 eV
lowest unoccupied orbital energy: -3.14 eV
energy: -33344.6641 eV
HOMO-LUMO gap: 9.50 eV
largest force on an atom: 5.09 eV/A
energy above the lowest of the compared OMol25 structures with the same formula, charge and spin: 26.1 kcal/mol
net charge: +1

Positions of all 24 atoms, in Å:
C (2.40, -1.04, -1.17)
C (2.13, 0.43, -1.22)
C (1.91, -1.84, -0.25)
C (1.21, 0.91, -0.46)
C (1.07, -1.51, 0.92)
C (0.23, -0.43, 0.50)
C (-2.88, 0.98, -0.03)
C (-1.90, 0.52, -1.09)
N (-0.25, 0.45, 1.67)
S (-1.10, -1.10, -0.48)
Cl (0.63, 2.52, -0.23)
H (3.08, -1.34, -1.95)
H (2.69, 0.98, -2.02)
H (2.41, -2.86, -0.19)
H (0.52, -2.33, 1.30)
H (1.86, -1.37, 1.68)
H (-2.46, 1.94, 0.29)
H (-3.90, 1.22, -0.46)
H (-2.97, 0.39, 0.93)
H (-0.95, 1.04, -1.28)
H (-2.43, 0.31, -2.00)
H (-0.85, 1.17, 1.08)
H (0.57, 0.86, 2.26)
H (-1.01, 0.10, 2.21)



Record 3
Molecular formula: C4H14N2O
Method: DFT, ωB97M-V with the def2-TZVPD basis set

HOMO energy: -9.00 eV
lowest unoccupied orbital energy: 1.03 eV
energy: -9402.3556 eV
HOMO-LUMO gap: 10.03 eV
largest force on an atom: 3.06 eV/A
energy above the lowest of the compared OMol25 structures with the same formula, charge and spin: 28.9 kcal/mol

Positions of all 21 atoms, in Å:
C (-1.44, 1.21, 1.02)
C (-0.65, 1.24, -0.30)
C (0.22, -0.02, -0.43)
N (0.97, -0.21, 0.75)
C (1.09, 0.10, -1.74)
N (1.87, -1.15, -1.78)
H (-1.82, 0.25, 1.35)
H (-0.93, 1.61, 1.90)
H (-2.30, 1.89, 0.94)
H (-0.03, 2.14, -0.36)
H (-1.39, 1.31, -1.10)
H (-0.41, -0.89, -0.69)
H (1.77, -0.83, 0.70)
H (1.24, 0.66, 1.19)
H (0.49, 0.28, -2.64)
H (1.85, 0.86, -1.53)
H (1.35, -1.99, -1.65)
H (2.56, -1.19, -2.51)
O (-1.61, -2.09, 2.34)
H (-1.31, -1.48, 3.05)
H (-1.53, -1.70, 1.48)



Record 4
Molecular formula: C9H21BrClLaO2P2
Method: DFT, ωB97M-V with the def2-TZVPD basis set

HOMO energy: -15.16 eV
lowest unoccupied orbital energy: -7.81 eV
energy: -115756.9190 eV
HOMO-LUMO gap: 7.35 eV
largest force on an atom: 6.74 eV/A
energy above the lowest of the compared OMol25 structures with the same formula, charge and spin: 0.0 kcal/mol
net charge: +2

Positions of all 37 atoms, in Å:
C (0.17, 0.08, -3.76)
C (0.94, 0.22, -2.63)
H (0.79, -0.16, -4.65)
H (-0.39, 1.02, -3.90)
H (-0.57, -0.72, -3.57)
O (1.69, 0.24, -1.75)
Cl (-1.55, -0.09, -1.24)
La (-1.29, -0.13, 1.62)
P (-0.10, 2.28, 0.18)
C (1.33, 3.27, 0.73)
C (-0.51, 3.14, -1.37)
H (-0.68, 4.21, -1.16)
H (-1.43, 3.99, 1.16)
H (-1.42, 2.71, -1.80)
H (-2.42, 2.49, 0.97)
H (2.18, 3.07, 0.07)
H (0.29, 3.04, -2.11)
C (-1.45, 2.90, 1.28)
H (1.07, 4.35, 0.71)
H (-1.26, 2.65, 2.34)
H (1.61, 2.98, 1.75)
P (0.07, -2.32, 0.02)
C (1.51, -3.26, 0.62)
C (-1.31, -3.07, 1.00)
H (-1.14, -2.74, -2.05)
H (-0.24, -4.20, -1.48)
H (0.62, -2.85, -2.29)
C (-0.20, -3.10, -1.60)
H (-2.28, -2.64, 0.71)
H (-1.28, -4.13, 0.76)
H (1.34, -4.33, 0.49)
H (1.68, -3.02, 1.68)
H (-1.17, -2.94, 2.09)
H (2.40, -2.94, 0.05)
C (1.17, -0.02, 1.28)
O (2.34, 0.07, 1.29)
Br (-1.68, -0.27, 4.35)



Record 5
Molecular formula: C23H28Cl55
Method: DFT, ωB97M-V with the def2-TZVPD basis set

HOMO energy: -1.61 eV
lowest unoccupied orbital energy: 1.35 eV
energy: -713033.9757 eV
HOMO-LUMO gap: 2.96 eV
largest force on an atom: 2.58 eV/A
net charge: -1

Positions of all 106 atoms, in Å:
C (0.75, -3.89, -1.98)
C (1.59, -4.32, -0.70)
C (2.74, -3.26, -0.56)
C (3.04, -2.67, 0.85)
C (2.69, -1.14, 0.94)
Cl (2.32, -3.55, 2.27)
H (0.04, -3.08, -1.66)
H (0.16, -4.73, -2.39)
H (1.40, -3.49, -2.79)
H (0.85, -4.26, 0.13)
H (3.68, -3.70, -0.97)
H (2.50, -2.39, -1.23)
H (4.14, -2.72, 0.99)
H (1.60, -1.07, 1.14)
H (2.96, -0.63, 0.01)
H (3.27, -0.70, 1.78)
C (5.20, 2.72, -1.61)
Cl (5.48, 2.12, 0.03)
Cl (4.04, 1.70, -2.46)
Cl (4.66, 4.40, -1.58)
H (6.15, 2.68, -2.15)
C (1.28, 4.81, -0.64)
Cl (0.62, 3.26, -0.13)
Cl (0.27, 5.54, -1.90)
Cl (1.43, 5.91, 0.73)
H (2.27, 4.64, -1.06)
C (-1.05, -2.04, 2.08)
Cl (-0.57, -1.62, 0.43)
Cl (-1.37, -0.56, 3.01)
Cl (-2.45, -3.11, 2.11)
H (-0.22, -2.56, 2.55)
C (-5.94, -4.84, 3.34)
Cl (-4.93, -5.18, 1.93)
Cl (-7.65, -4.94, 2.92)
Cl (-5.55, -5.94, 4.67)
H (-5.73, -3.83, 3.67)
C (-5.04, 0.52, 3.27)
Cl (-5.60, -1.12, 3.65)
Cl (-6.20, 1.35, 2.23)
Cl (-4.77, 1.44, 4.75)
H (-4.09, 0.44, 2.74)
C (-3.22, 1.76, -1.56)
Cl (-2.25, 3.23, -1.61)
Cl (-2.99, 0.95, 0.00)
Cl (-4.94, 2.12, -1.82)
H (-2.88, 1.11, -2.36)
C (3.05, 0.34, 3.30)
Cl (2.38, -1.26, 3.61)
Cl (1.98, 1.23, 2.21)
Cl (3.31, 1.23, 4.81)
H (4.01, 0.22, 2.80)
C (-4.80, -1.92, 7.35)
Cl (-6.27, -1.96, 8.33)
Cl (-3.74, -0.60, 7.87)
Cl (-3.95, -3.47, 7.43)
H (-5.09, -1.74, 6.32)
C (-0.42, 0.64, -4.53)
Cl (1.20, 0.68, -3.82)
Cl (-0.37, -0.11, -6.12)
Cl (-1.56, -0.22, -3.47)
H (-0.77, 1.65, -4.64)
C (-1.32, 3.01, -8.29)
Cl (-1.36, 4.61, -9.02)
Cl (0.19, 2.18, -8.68)
Cl (-1.53, 3.13, -6.54)
H (-2.14, 2.43, -8.69)
C (9.49, 2.79, -2.54)
Cl (9.01, 1.64, -1.28)
Cl (10.69, 2.07, -3.61)
Cl (8.08, 3.33, -3.45)
H (9.93, 3.65, -2.06)
C (-0.23, 2.68, 5.02)
Cl (0.10, 3.58, 3.54)
Cl (-0.42, 3.78, 6.40)
Cl (-1.67, 1.66, 4.85)
H (0.62, 2.04, 5.22)
C (3.91, -5.67, 3.11)
Cl (2.41, -5.61, 4.03)
Cl (5.06, -4.47, 3.72)
Cl (4.61, -7.29, 3.16)
H (3.69, -5.43, 2.07)
C (-5.35, -1.36, -5.24)
Cl (-5.83, -0.80, -6.85)
Cl (-3.73, -2.06, -5.29)
Cl (-5.42, -0.02, -4.08)
H (-6.04, -2.12, -4.92)
C (-0.47, 9.20, -1.82)
Cl (-1.03, 9.99, -3.30)
Cl (1.03, 9.94, -1.25)
Cl (-1.71, 9.27, -0.57)
H (-0.26, 8.16, -2.05)
C (0.16, -1.30, 9.26)
Cl (-0.70, -2.84, 9.33)
Cl (1.90, -1.55, 9.42)
Cl (-0.22, -0.44, 7.76)
H (-0.17, -0.69, 10.09)
C (3.82, 3.90, -7.48)
Cl (5.43, 3.94, -6.75)
Cl (3.88, 3.16, -9.08)
Cl (2.68, 3.04, -6.44)
H (3.47, 4.92, -7.59)
C (-5.49, -6.19, -2.50)
Cl (-4.58, -6.54, -3.97)
Cl (-4.41, -5.70, -1.20)
Cl (-6.72, -4.95, -2.80)
H (-6.00, -7.10, -2.19)



Record 6
Molecular formula: C6H15NO3
Method: DFT, ωB97M-V with the def2-TZVPD basis set

HOMO energy: -9.35 eV
lowest unoccupied orbital energy: 0.55 eV
energy: -14095.8287 eV
HOMO-LUMO gap: 9.91 eV
largest force on an atom: 4.18 eV/A
energy above the lowest of the compared OMol25 structures with the same formula, charge and spin: 67.8 kcal/mol

Positions of all 25 atoms, in Å:
C (1.36, 0.49, 1.42)
N (0.08, 0.11, 0.75)
C (0.36, -0.98, -0.18)
C (-0.70, -0.77, -1.30)
C (-0.87, 0.70, -1.38)
C (-0.34, 1.26, -0.08)
C (-1.33, 1.99, 0.77)
O (-1.00, 2.83, 1.57)
H (1.43, 0.01, 2.34)
H (1.39, 1.59, 1.69)
H (2.20, 0.39, 0.74)
H (0.18, -2.02, 0.23)
H (1.40, -1.13, -0.48)
H (-1.58, -1.28, -1.03)
H (-0.27, -1.32, -2.15)
H (-2.01, 0.99, -1.56)
H (-0.26, 1.11, -2.20)
H (0.56, 1.95, -0.37)
H (-2.32, 1.71, 0.89)
O (3.42, -2.00, -0.87)
H (3.10, -1.76, -1.75)
H (3.75, -1.39, -0.27)
O (-3.13, -0.64, 0.84)
H (-2.19, -0.44, 0.94)
H (-3.21, -1.40, 1.46)